(i)
This record from the Open Molecules 2025 dataset describes a molecular structure, C15H19NO3. The level of theory is ωB97M-V/def2-TZVPD.

**Net charge**: 0
**LUMO energy**: 0.57 eV

Positions of all 38 atoms, in Å:
O 0.67587 2.95776 1.54773
C 0.60983 1.89009 0.88232
N 1.65283 1.15729 0.61907
H 2.43940 1.38416 0.94752
C 1.58115 -0.26190 -0.37825
C 2.42568 0.10081 -1.37003
C 3.85799 0.15122 -0.84104
C 4.35613 -0.96696 -0.39589
C 3.44238 -1.19651 0.85396
C 2.06754 -1.37357 0.53086
H 1.34687 -1.26564 1.44411
H 1.79150 -2.10310 -0.20571
H 3.81965 -2.32331 1.34120
H 3.64510 -0.31345 1.69517
H 5.41210 -0.92054 -0.09648
H 4.22204 -1.87472 -0.82270
H 4.60042 0.25839 -1.84449
H 4.06532 1.09260 -0.28170
H 2.46500 -0.51869 -2.20322
H 2.14109 1.16205 -1.79115
H 0.49561 -0.26390 -0.69136
C -1.01614 1.54827 0.59214
C -1.43986 0.35969 0.91622
C -2.78267 -0.07200 0.66201
C -3.47015 0.88693 -0.58609
C -2.85320 1.96112 -0.74978
C -1.65936 2.12621 -0.34255
H -1.22695 3.42790 -0.66594
H -3.62136 2.54342 -1.24894
O -4.68629 0.33733 -0.71314
C -5.02848 -0.87087 -0.63025
C -4.64823 -1.44385 0.69543
H -4.83650 -2.42436 1.02505
O -3.23996 -1.43842 0.93902
H -5.15069 -0.84891 1.56837
H -6.07652 -0.86845 -0.67869
H -4.49407 -1.59733 -1.49492
H -0.88307 -0.39874 1.77217

These are the natural (NBO) partial charges, in e, on atoms 1 to 2: number 1, O, carries -0.66; number 2, C, carries 0.68

(ii)
This record from the Open Molecules 2025 dataset describes C15H19NO3 in the gas phase. The level of theory is ωB97M-V/def2-TZVPD.

**SMILES**: O=C(O)C1CCN(C(=O)CCc2ccccc2)CC1
**Net charge**: 0
**LUMO energy**: 0.62 eV

Positions of all 38 atoms, in Å:
O -0.36324 1.44289 4.44727
C -0.02149 0.29193 4.49952
O 0.54403 -0.23604 5.59201
H 0.62971 0.43529 6.28727
C -0.18790 -0.74045 3.40222
C -0.84724 -0.13732 2.16043
H -1.74226 0.41558 2.44785
H -1.13653 -0.94907 1.49013
C 0.11108 0.81433 1.43515
N 1.35009 0.14421 1.11991
C 1.86125 -0.13872 -0.10214
O 2.89356 -0.77382 -0.22465
C 1.10400 0.35443 -1.32221
H 1.81905 0.38053 -2.14614
H 0.71503 1.36288 -1.17939
C -0.03118 -0.61706 -1.68792
C -0.75498 -0.12700 -2.90928
C -1.88402 0.67266 -2.78896
C -2.52876 1.15719 -3.91333
C -2.04889 0.84953 -5.17456
C -0.92256 0.05473 -5.30499
C -0.28017 -0.42847 -4.17941
H 0.59795 -1.04957 -4.28392
H -0.54434 -0.18975 -6.28690
H -2.55165 1.22667 -6.05285
H -3.40790 1.77568 -3.80449
H -2.26624 0.91416 -1.80631
H 0.40339 -1.60083 -1.87557
H -0.73067 -0.70437 -0.85464
C 2.03422 -0.34380 2.30011
C 1.16444 -1.36467 3.03059
H 1.67446 -1.71604 3.92714
H 0.99147 -2.21820 2.37280
H 2.97068 -0.79929 1.97384
H 2.25474 0.50475 2.95846
H -0.36585 1.19640 0.53578
H 0.32856 1.66217 2.09461
H -0.83185 -1.52153 3.82258

These are the natural (NBO) partial charges, in e, on atoms 1 to 2: number 1, O, carries -0.60; number 2, C, carries 0.80

The most stable of them is (ii).